A 7-piece molecular cluster, C33H56N3O15 overall in a non-equilibrium geometry, computed with ωB97M-V/def2-TZVPD.

Properties
LUMO level, eV: -3.64
E, hartree: -2583.4845
Charge: +1

The geometry in XYZ format:
```
107
Properties=species:S:1:pos:R:3:forces:R:3
C 4.0101 -0.6245 -0.0657 -1.3 0.1 0.5
C 3.1746 0.1379 -1.2551 0.6 -1.6 -1.1
O 3.3584 1.5959 -1.3106 -1.0 -0.8 2.2
C 2.8287 2.2775 -0.1197 -0.1 1.6 -0.6
C 1.1597 2.3772 -0.1023 1.2 -1.2 1.7
O 0.5406 2.0009 -1.3818 -1.2 2.2 1.4
C -0.7267 2.7081 -1.6243 -0.5 -1.4 -0.7
C -1.7541 3.0214 -0.3859 1.0 3.7 -0.1
N -3.1755 2.7544 -0.9235 1.4 -5.7 0.6
C -2.9266 1.4377 -1.6783 1.5 2.5 -0.1
N -3.7457 0.3345 -1.7489 2.2 3.3 -0.4
C -3.2761 -0.8812 -2.5215 -0.3 -2.4 0.5
O -2.9142 -1.9069 -1.5085 0.7 2.3 -1.8
C -1.5822 -1.6527 -0.9372 1.4 -0.9 1.2
N -1.5474 1.6437 -2.3372 -3.9 -0.5 0.6
H 5.1452 -0.2839 0.0236 -2.6 -0.7 -0.3
H 3.4120 -0.4094 0.9446 1.7 -0.5 -2.0
H 3.9099 -1.7919 -0.2356 0.3 2.5 0.3
H 2.0238 -0.1702 -1.2666 2.4 0.8 0.4
H 3.6061 -0.2878 -2.2837 -0.9 1.3 2.1
H 3.2443 1.8758 0.9054 -1.0 0.5 -2.1
H 3.2080 3.4072 -0.1925 -0.6 -2.5 -0.1
H 0.9208 3.4622 0.2684 0.1 -2.2 -0.8
H 0.8208 1.5488 0.6861 0.4 2.1 -1.5
H -0.4916 3.5953 -2.3853 -0.8 -1.7 2.0
H -1.7654 4.1899 -0.2838 0.2 -2.4 0.0
H -1.4986 2.6618 0.6994 -0.5 0.1 -2.5
H -3.7220 2.4909 -0.0542 0.3 0.6 -1.3
H -4.6671 0.3869 -1.2183 1.7 -0.4 -1.1
H -2.3752 -0.6926 -3.2435 -1.7 0.2 1.6
H -4.1706 -1.3080 -3.1441 1.7 0.9 1.4
H -0.8705 -1.0386 -1.6438 -1.6 -1.1 1.4
H -1.0804 -2.7184 -0.7481 -1.2 2.4 -0.5
H -1.6532 -1.1622 0.1466 0.0 -0.7 -2.5
H -1.6552 1.7267 -3.3715 0.3 -0.3 1.2
O -7.9360 -5.9308 -0.8563 1.5 1.7 0.3
C -7.0573 -5.1925 -0.4430 -1.6 -1.8 -0.8
O -6.5768 -4.1111 -1.1241 -0.5 -0.4 -0.1
C -5.4865 -3.5465 -0.3974 0.4 0.2 -0.1
C -5.6749 -4.0073 1.0243 0.4 0.4 0.8
C -6.3190 -5.3595 0.8505 0.0 0.3 0.5
H -4.5503 -3.9120 -0.8322 -0.1 0.1 0.0
H -5.5136 -2.4561 -0.4798 -0.1 -0.2 -0.2
H -4.7426 -4.0367 1.5945 -0.2 0.1 -0.1
H -6.3681 -3.3345 1.5436 0.2 -0.1 0.0
H -5.5751 -6.1531 0.7376 -0.2 -0.1 0.0
H -7.0052 -5.5853 1.6700 0.1 -0.3 -0.3
O 2.2141 -3.6037 0.5446 1.0 -0.5 1.3
C 3.0022 -4.2396 1.2249 -1.0 1.1 -1.0
O 3.5148 -3.8082 2.4146 -0.7 0.2 -0.8
C 4.4818 -4.7500 2.8768 0.6 -0.1 0.6
C 4.1404 -6.0431 2.1839 0.2 -0.9 0.2
C 3.5825 -5.5735 0.8643 -0.1 -0.5 0.1
H 5.4795 -4.3860 2.6097 -0.1 0.0 0.0
H 4.4173 -4.8408 3.9650 0.0 0.3 -0.2
H 4.9960 -6.7162 2.0826 -0.1 0.1 0.1
H 3.3598 -6.5703 2.7459 0.2 0.1 -0.1
H 4.3686 -5.4312 0.1176 -0.2 0.0 -0.1
H 2.8112 -6.2511 0.4909 0.2 0.3 -0.3
O -0.7077 6.1093 -6.9228 -1.5 0.2 1.8
C -1.4044 6.0141 -5.9259 1.6 0.5 -2.1
O -2.2563 6.9863 -5.4864 0.4 -0.4 -0.4
C -2.8234 6.5838 -4.2405 -0.5 0.4 0.4
C -2.6917 5.0836 -4.2097 -0.4 -0.7 0.4
C -1.4202 4.8477 -4.9849 -0.3 -0.5 0.2
H -2.2662 7.0668 -3.4309 0.0 0.0 0.0
H -3.8686 6.9028 -4.1909 0.3 0.1 -0.1
H -2.6687 4.6742 -3.1963 -0.1 0.1 0.0
H -3.5355 4.6262 -4.7404 0.1 0.1 0.1
H -0.5368 4.8952 -4.3420 0.1 0.0 -0.2
H -1.4524 3.9016 -5.5302 0.4 0.2 0.0
O -4.8639 -5.1441 4.0595 1.0 -1.4 0.7
C -4.3474 -6.2303 4.2632 -0.6 1.8 -0.3
O -3.4116 -6.4690 5.2284 -0.7 0.6 -0.4
C -2.9498 -7.8138 5.1104 0.5 -0.5 0.3
C -4.0407 -8.5459 4.3738 -0.2 -0.9 -0.1
C -4.6054 -7.4771 3.4726 -0.3 -0.5 0.1
H -2.0044 -7.8113 4.5578 -0.1 0.0 0.0
H -2.7773 -8.2331 6.1060 0.0 0.3 -0.1
H -3.6807 -9.4268 3.8356 0.0 0.1 0.1
H -4.8113 -8.8737 5.0822 0.2 0.0 -0.1
H -4.0647 -7.4172 2.5240 -0.1 0.1 0.0
H -5.6747 -7.6209 3.3008 0.2 0.3 -0.2
O -0.6663 4.3981 1.8437 0.2 1.7 -0.7
C -0.2955 5.5080 1.4992 -0.2 -1.5 0.6
O -0.7689 6.1725 0.4045 -0.2 -1.0 0.6
C -0.0393 7.3879 0.2426 0.2 0.9 -0.6
C 0.5330 7.6924 1.6023 0.3 0.8 0.4
C 0.7675 6.3183 2.1771 0.0 0.4 0.3
H 0.7399 7.2300 -0.5105 -0.1 0.0 0.0
H -0.7116 8.1784 -0.1034 0.0 -0.3 -0.1
H 1.4345 8.3094 1.5616 -0.2 -0.1 -0.1
H -0.2123 8.2216 2.2085 0.1 -0.1 -0.1
H 1.7490 5.9235 1.9003 -0.1 -0.1 0.1
H 0.6382 6.3098 3.2619 0.2 -0.4 -0.2
O 9.5529 1.4492 2.0480 -0.6 0.1 -2.1
C 9.0880 1.7478 0.9604 1.2 -0.4 2.0
O 9.4663 1.1779 -0.2212 0.0 0.0 0.8
C 8.8009 1.8410 -1.2952 0.0 0.0 -0.8
C 7.5871 2.4826 -0.6754 -0.8 0.3 -0.4
C 8.0630 2.8137 0.7165 -0.5 0.1 -0.1
H 9.4852 2.5780 -1.7283 0.0 -0.1 0.0
H 8.5293 1.1136 -2.0658 0.3 0.0 0.2
H 7.2274 3.3513 -1.2331 0.1 -0.2 0.0
H 6.7695 1.7535 -0.6202 0.1 0.1 -0.1
H 8.5485 3.7927 0.7584 0.0 -0.1 0.2
H 7.2500 2.7527 1.4436 0.4 0.2 0.1
```
Forces are in eV/Å.